C4H12N3 as an isolated structure. Source: the Open Molecules 2025 dataset; level of theory: wB97M-V/def2-TZVPD.

Calculated values
**Gap between HOMO and LUMO (spin up / spin down)**: 6.49 / 8.27 eV
**LUMO (spin up / spin down)**: -3.02 / -6.62 eV
**Total charge**: +1
**E_HOMO (spin up / spin down)**: -0.350 / -0.547 Eh
**Multiplicity**: 3

Each line ends with the Löwdin spin population.
Element x y z (Å)
C: -3.3360 -1.3166 0.7938  0.01
C: 1.3070 1.1744 -0.3606  0.04
C: 0.1472 0.5905 2.0702  0.67
C: -0.1514 1.2693 -0.0963  0.11
N: -2.8601 -0.4227 0.2945  0.03
N: -0.6272 0.7814 1.1028  0.88
N: -0.9361 0.5742 -1.2078  0.02
H: -3.8570 -2.1116 1.4184  0.00
H: 4.4858 -4.3842 -1.5914  0.00
H: 1.5938 0.1969 -0.7337  0.00
H: 1.8556 1.2869 0.5636  0.01
H: 1.5338 1.9104 -1.2335  0.01
H: -0.3782 0.1115 2.8945  0.09
H: 3.7797 -3.9831 -1.7061  0.00
H: 1.2154 0.7285 2.3268  0.10
H: -0.5200 2.3126 -0.1640  0.01
H: -0.9648 1.2672 -2.0511  0.00
H: -0.4312 -0.2562 -1.5966  0.00
H: -1.8563 0.2707 -0.7234  0.00

***

An isolated ion of composition C4H12N3 and charge +2. Source: the Open Molecules 2025 dataset; level of theory: wB97M-V/def2-TZVPD.

Calculated values
**Gap between HOMO and LUMO (spin up / spin down)**: 11.67 / 5.64 eV
**LUMO (spin up / spin down)**: -8.72 / -14.58 eV
**Total charge**: +2
**E_HOMO (spin up / spin down)**: -0.749 / -0.743 Eh
**Multiplicity**: 2

Each line ends with the Löwdin spin population.
Element x y z (Å)
C: 0.4173 2.0289 0.0565  0.04
C: -0.5582 1.4614 -1.0684  0.12
C: -1.2275 0.2051 -0.6459  0.15
N: -0.8115 -0.5906 0.5135  0.41
C: 0.2117 -1.4429 0.4405  0.03
N: 1.1727 -1.4177 -0.5178  0.03
N: 0.4076 -2.4045 1.4305  0.13
H: -0.0856 2.4893 0.8155  0.00
H: 1.1089 2.7713 -0.2940  0.01
H: 1.0832 1.3104 0.5702  0.00
H: -1.2780 2.3578 -0.8941  0.00
H: -0.0999 1.3661 -2.0930  0.00
H: -2.1869 0.4711 -0.3412  0.03
H: -1.1983 -0.4387 -1.6117  0.03
H: -1.1579 -0.3949 1.4717  0.00
H: 1.1917 -0.6585 -1.2546  0.00
H: 1.6821 -2.1874 -0.5368  0.00
H: 1.4346 -2.7775 1.6974  0.00
H: -0.1058 -2.1486 2.2616  0.00

***

A 2-piece molecular cluster, C4H12N3O overall. Source: the Open Molecules 2025 dataset; level of theory: wB97M-V/def2-TZVPD.

Calculated values
**Gap between HOMO and LUMO**: 10.48 eV
**LUMO**: -2.70 eV
**Total charge**: +1
**E_HOMO**: -0.484 Eh

Each line ends with the natural charge from an NBO analysis.
Element x y z (Å)
C: -0.7129 2.2326 1.6329  0.51
C: 1.0927 -1.2278 -1.0682  0.34
C: 0.1953 3.1542 2.3120  -0.71
C: -0.6722 -2.4492 -2.2311  -0.40
N: -0.1161 -1.6343 -1.1170  -0.15
N: 1.6762 -0.4277 -0.1902  -0.76
N: -1.0485 -1.2721 -0.1441  -0.68
O: -0.4090 1.0722 1.3214  -0.63
H: -1.6402 2.6795 1.4086  0.13
H: 1.7329 -1.5670 -2.0351  0.22
H: 1.0833 2.8269 1.9365  0.23
H: -0.0336 3.0280 3.3055  0.26
H: 0.0850 4.0923 1.9917  0.24
H: -0.3890 -3.3970 -1.8828  0.24
H: -1.6864 -2.0995 -2.3507  0.23
H: -0.0335 -2.2681 -3.1541  0.24
H: 2.6868 -0.5570 -0.2889  0.43
H: 1.1901 -0.3768 0.7000  0.44
H: -1.9581 -1.4448 -0.5159  0.38
H: -1.0427 -0.3644 0.3694  0.44

***

A 2-piece molecular cluster, C4H12N3O overall. Source: the Open Molecules 2025 dataset; level of theory: wB97M-V/def2-TZVPD.

Calculated values
**Gap between HOMO and LUMO**: 10.23 eV
**LUMO**: -3.27 eV
**Total charge**: +1
**E_HOMO**: -0.496 Eh

Each line ends with the natural charge from an NBO analysis.
Element x y z (Å)
C: -0.5706 1.0397 -1.7680  0.51
N: 0.0597 0.1086 -2.5103  -0.61
C: -0.3459 -1.2825 -2.5519  -0.42
O: -1.4567 0.7959 -0.9702  -0.64
H: -0.2358 2.0628 -1.9929  0.14
H: 0.7973 0.4228 -3.1211  0.41
H: 0.1083 -1.8873 -1.7615  0.16
H: -0.0711 -1.7051 -3.5107  0.23
H: -1.4240 -1.3418 -2.4423  0.24
C: -0.4302 1.5394 2.5096  -0.42
N: 1.1898 -1.4474 1.1173  -0.72
C: 0.5906 -0.2826 1.2680  0.40
N: 0.2127 0.2265 2.4016  -0.49
H: -1.2607 1.4513 3.2018  0.24
H: -0.8051 1.8340 1.5338  0.24
H: 0.2765 2.2733 2.8756  0.22
H: 1.2505 -2.1174 1.8701  0.42
H: 1.2198 -1.8121 0.1793  0.43
H: 0.4005 0.3355 0.4001  0.24
H: 0.4942 -0.2137 3.2719  0.42

***

A 2-piece molecular cluster, C4H12N3S overall. Source: the Open Molecules 2025 dataset; level of theory: wB97M-V/def2-TZVPD.

Calculated values
**Gap between HOMO and LUMO**: 8.62 eV
**LUMO**: -4.10 eV
**Total charge**: +1
**E_HOMO**: -0.468 Eh

Each line ends with the natural charge from an NBO analysis.
Element x y z (Å)
C: -0.6393 -2.0465 -0.0619  0.30
C: 0.6578 1.6886 -0.8920  -0.40
C: 1.4497 0.5590 1.0712  -0.41
C: -0.9589 0.9074 0.8577  -0.39
N: 0.0110 -0.3535 -0.9120  -0.44
N: -0.3595 -2.9692 -0.8943  -0.65
N: 0.3259 0.6011 0.0441  -0.15
S: -2.3591 1.2268 -0.2647  0.02
H: -1.1007 -2.1944 0.9589  0.22
H: 0.3897 2.6527 -0.5869  0.24
H: 1.6491 1.7305 -0.9926  0.21
H: 0.2127 1.5223 -1.8380  0.26
H: 1.3223 -0.3090 1.5853  0.21
H: 2.3497 0.5290 0.4175  0.23
H: 1.4628 1.3708 1.8037  0.24
H: -1.1263 0.0870 1.5583  0.21
H: -0.7125 1.6984 1.7106  0.26
H: -0.4384 -3.9608 -0.7405  0.42
H: 0.0616 -2.8416 -1.7793  0.43
H: -2.1977 0.1014 -1.0451  0.17

***

An isolated molecule of C4H12N4. Source: the Open Molecules 2025 dataset; level of theory: wB97M-V/def2-TZVPD.

Calculated values
**Gap between HOMO and LUMO**: 9.34 eV
**LUMO**: 0.78 eV
**Structure (SMILES)**: [H]/N=C(/N)[C@](C)(N)CN
**E_HOMO**: -0.315 Eh

Each line ends with the natural charge from an NBO analysis.
Element x y z (Å)
C: 0.6669 0.3084 1.4304  -0.60
C: -0.0973 0.3782 0.0968  0.02
C: 1.1217 0.1704 -0.8684  -0.24
C: -1.3346 -0.5741 0.0088  0.42
H: 0.0470 0.1968 2.3233  0.24
H: 1.3105 1.2664 1.3188  0.20
H: 1.5599 -0.5651 1.2371  0.19
H: 0.0559 2.2713 0.2718  0.36
H: -0.7856 1.8918 -1.0763  0.35
H: 0.4963 0.1426 -1.7945  0.21
H: 1.8965 1.0713 -0.9611  0.20
H: 1.9834 -1.4776 0.3083  0.36
H: 1.2984 -1.9216 -1.1623  0.38
H: -2.4708 0.9837 -0.8062  0.43
H: -3.1152 -0.9124 -0.1463  0.43
H: -0.2199 -1.8448 0.6877  0.32
N: -0.6404 1.7270 -0.0704  -0.83
N: 1.7989 -1.0761 -0.6773  -0.86
N: -2.3707 -0.2273 -0.5503  -0.79
N: -1.2009 -1.8091 0.4301  -0.79

***

A 2-piece molecular cluster, C4H12N4 overall. Source: the Open Molecules 2025 dataset; level of theory: wB97M-V/def2-TZVPD.

Calculated values
**Gap between HOMO and LUMO**: 6.28 eV
**LUMO**: -10.00 eV
**Total charge**: +2
**E_HOMO**: -0.598 Eh

Each line ends with the natural charge from an NBO analysis.
Element x y z (Å)
C: 2.8661 -0.9461 0.1542  0.36
C: 4.5425 0.8933 0.1086  0.14
C: -4.4440 0.0222 0.1688  -0.81
C: -3.1842 -0.3407 -0.3396  0.28
N: 3.7026 -0.0078 0.0065  -0.34
N: 1.5619 -0.8740 -0.0937  -0.40
N: 0.9619 0.3295 -0.4597  -0.30
N: -0.3246 0.4860 0.1408  -0.70
H: 3.2553 -1.9257 0.4269  0.26
H: 4.7037 1.4292 1.0424  0.23
H: 5.1533 1.1748 -0.7457  0.23
H: -5.0499 0.6622 -0.4687  0.29
H: -4.9928 -0.9046 0.4401  0.38
H: -4.3790 0.4155 1.2012  0.36
H: -2.5240 -0.9678 0.2416  0.22
H: -2.8545 -0.0403 -1.3227  0.23
H: 1.0009 -1.7238 -0.0448  0.41
H: 0.8706 0.4210 -1.4746  0.38
H: -0.1985 0.4931 1.1542  0.38
H: -0.6674 1.4040 -0.1358  0.39

***

A 2-piece molecular cluster, C4H12N4O overall. Source: the Open Molecules 2025 dataset; level of theory: wB97M-V/def2-TZVPD.

Calculated values
**Gap between HOMO and LUMO**: 7.88 eV
**LUMO**: 0.39 eV
**Structure (SMILES)**: C/C(N)=N/N.CC(N)=O
**E_HOMO**: -0.275 Eh

Each line ends with the natural charge from an NBO analysis.
Element x y z (Å)
C: 1.4216 -1.6053 -0.2630  -0.72
C: 1.3421 -0.0785 -0.2318  0.67
N: 1.4830 0.3615 1.1698  -0.90
O: 1.8369 0.5893 -1.1438  -0.61
H: 1.6038 -0.2948 1.9278  0.39
H: 1.6613 1.3487 1.2880  0.39
H: 1.3775 -1.9598 -1.2910  0.22
H: 0.5901 -2.0402 0.2968  0.22
H: 2.3649 -1.9199 0.1793  0.25
C: -0.7654 2.0332 -0.5502  -0.65
C: -0.7354 0.5596 -0.2439  0.24
N: -1.3966 -0.9433 1.3987  -0.64
N: -1.3674 -0.2490 -1.2099  -0.87
N: -0.9564 0.3007 1.0921  -0.16
H: -1.7924 -0.9819 2.3283  0.38
H: -1.9008 -1.4470 0.6695  0.36
H: -0.9052 -1.1163 -1.4376  0.38
H: -1.5672 0.2397 -2.0717  0.39
H: -1.7695 2.3568 -0.8282  0.21
H: -0.4317 2.6137 0.3055  0.23
H: -0.0932 2.2328 -1.3843  0.23

***

Computed values of M (unit: g/mol) for the preceding records, in sequence: 102.16, 102.16, 118.16, 118.16, 134.23, 116.17, 116.17, 132.17.
Computed values of ΔE to the lowest compared entry with this formula, charge and spin (unit: kJ/mol) for the preceding records, in sequence: 345.7, 398.3, 317.1, 48.3, 655.5, 398.8, 448.9, 324.3.
Computed values of calculated total energy (unit: Eh) for the preceding records, in sequence: -323.35892, -323.06601, -398.79654, -398.89894, -721.58143, -378.48637, -377.82883, -453.77867.